1.
63
Properties=species:S:1:pos:R:3:forces:R:3:lowdin_charge:R:1 method="wB97M-V/def2-TZVPD" total_charge=+1 multiplicity=2 homo_ev="-10.08 / -10.09" max_force_ev_per_a=2.41 gap_ev="6.35 / 6.35" e_above_lowest_kj_mol=0.0 total_energy_ha=-3721.03676
Mn 0.344 0.455 -0.478 -1.96 -0.05 -1.40 0.74
O -1.453 1.178 4.567 0.09 -0.14 -0.18 0.06
C -1.566 2.377 3.970 0.06 0.04 -0.06 -0.26
C -2.126 3.407 4.724 -0.02 0.06 0.04 -0.01
C -2.265 4.669 4.187 -0.01 0.06 -0.02 -0.07
C -1.849 4.941 2.882 -0.02 -0.01 0.05 -0.08
C -1.301 3.927 2.129 0.00 -0.03 0.02 -0.02
C -1.149 2.635 2.650 -0.09 -0.02 0.05 -0.08
C -0.574 1.596 1.781 0.01 0.13 -0.13 -0.40
O -0.237 1.928 0.580 0.21 0.11 0.51 -0.14
N -0.416 0.382 2.256 0.07 -0.14 -0.14 0.01
N 0.208 -0.462 1.321 -0.31 0.56 -0.35 -0.13
C 0.400 -1.651 1.768 0.15 -0.09 0.20 -0.87
S -0.206 -2.114 3.339 -0.03 0.03 0.02 1.00
C 0.649 -3.709 3.381 -0.03 0.00 0.03 -0.51
C 0.757 -4.224 1.963 0.02 0.01 -0.02 -0.50
S 1.353 -2.857 0.938 -0.04 0.03 -0.21 0.97
H -1.038 0.564 3.921 -0.06 0.05 0.12 0.04
H -2.444 3.183 5.735 0.01 0.01 -0.04 0.12
H -2.706 5.455 4.788 0.02 -0.03 -0.03 0.11
H -1.960 5.934 2.466 0.00 -0.03 0.01 0.10
H -0.978 4.103 1.112 -0.02 0.00 0.02 0.11
H 0.061 -4.379 4.007 0.01 -0.01 0.00 0.09
H 1.631 -3.567 3.828 0.05 -0.04 0.02 0.08
H -0.210 -4.549 1.584 -0.04 -0.06 0.01 0.08
H 1.477 -5.036 1.871 -0.01 0.00 0.02 0.09
C 3.218 -2.136 -2.858 -0.14 -0.10 -0.02 -0.01
N 1.843 -2.641 -2.922 0.07 -0.16 0.00 -0.12
C 1.546 -3.858 -3.683 0.03 0.13 0.10 -0.02
C 0.907 -2.007 -2.214 -0.29 -0.17 -0.14 -0.50
C -0.494 -2.545 -2.214 0.00 -0.03 -0.03 0.02
O 1.218 -0.988 -1.578 0.76 0.33 0.37 -0.10
H 3.867 -2.827 -3.388 -0.01 0.01 0.00 0.09
H 3.545 -2.052 -1.823 -0.02 -0.02 0.05 0.09
H 3.288 -1.150 -3.312 -0.03 0.05 -0.04 0.10
H 2.382 -4.064 -4.342 0.03 0.01 -0.03 0.09
H 0.658 -3.730 -4.299 -0.01 0.03 0.01 0.09
H 1.400 -4.722 -3.031 0.02 0.05 0.02 0.10
H -0.497 -3.608 -1.979 -0.01 -0.05 -0.01 0.09
H -0.959 -2.413 -3.195 0.03 0.00 0.05 0.11
H -1.081 -2.007 -1.476 0.05 -0.06 0.00 0.06
N -1.028 0.493 -1.431 2.10 -0.20 1.04 0.04
C -2.301 0.324 -1.833 -0.98 0.00 0.05 -0.35
C -2.697 0.761 -3.115 0.23 -0.04 0.29 -0.01
C -3.994 0.557 -3.539 -0.25 -0.09 0.00 -0.07
C -4.919 -0.064 -2.698 0.21 0.05 0.07 -0.05
C -4.545 -0.485 -1.419 -0.19 0.04 -0.22 -0.06
C -3.253 -0.298 -0.986 0.45 0.21 -0.16 -0.01
H -1.966 1.253 -3.747 -0.04 -0.04 0.05 0.12
H -4.295 0.888 -4.525 -0.01 -0.02 0.06 0.11
H -5.937 -0.210 -3.036 0.04 -0.01 0.01 0.11
H -5.272 -0.955 -0.769 0.01 0.03 -0.03 0.11
H -2.935 -0.596 0.007 -0.02 -0.03 0.00 0.12
C 3.779 3.122 -1.387 0.11 -0.03 -0.15 -0.24
S 2.807 2.602 0.002 -0.63 0.28 0.23 0.94
C 4.129 2.119 1.077 0.14 -0.09 0.10 -0.23
O 2.193 1.288 -0.451 0.21 -0.47 -0.21 -0.58
H 4.283 4.054 -1.124 -0.02 -0.08 -0.04 0.07
H 3.087 3.291 -2.211 0.06 0.02 0.01 0.07
H 4.494 2.336 -1.636 -0.03 0.08 -0.06 0.07
H 4.760 2.991 1.262 -0.04 -0.09 0.02 0.07
H 4.686 1.316 0.591 0.02 0.05 0.09 0.07
H 3.683 1.776 2.010 0.05 0.00 -0.02 0.07


2.
20
Properties=species:S:1:pos:R:3:forces:R:3:lowdin_charge:R:1 method="wB97M-V/def2-TZVPD" total_charge=0 homo_ev=-8.89 max_force_ev_per_a=5.94 gap_ev=8.61 e_above_lowest_kj_mol=834.1 total_energy_ha=-602.66187
C -3.883 -0.256 -0.074 -0.55 -0.75 0.14 -0.04
C -2.370 -0.051 0.222 -1.86 -1.64 -2.87 -0.32
C -0.674 1.453 0.375 -0.48 1.96 -0.65 -0.05
C 0.254 0.437 0.379 0.92 -1.69 -2.86 -0.05
C 1.659 0.774 -0.112 1.37 4.43 -3.49 -0.48
C -0.286 -0.824 -0.162 0.77 -1.41 1.82 -0.25
H -4.252 -1.232 0.213 0.29 -0.34 0.32 0.06
H -4.538 0.449 0.365 -0.01 0.99 1.81 0.05
H -4.439 -0.101 -1.032 2.08 -0.31 -0.62 0.09
H -0.397 2.585 0.128 -0.26 -2.67 1.23 0.18
H 3.725 0.001 -1.196 -3.98 0.86 4.32 0.34
H 1.908 -1.486 0.558 4.31 0.55 2.49 0.18
H 3.284 -0.521 2.121 -1.30 -1.21 -4.89 0.18
H 0.317 -2.811 -0.737 0.69 4.00 0.58 0.21
N -2.007 1.186 0.372 1.23 0.70 0.37 0.11
N 2.764 0.032 -0.095 5.01 -1.96 -1.15 -0.18
N 3.109 -0.967 0.885 -4.52 -0.44 1.13 -0.11
N -1.563 -1.153 -0.104 0.65 2.03 0.03 0.17
O 1.820 1.828 -0.822 -1.74 -1.81 1.64 -0.04
O 0.688 -1.800 -0.628 -2.61 -1.28 0.65 -0.06